This record from OMol25 describes one molecule with the formula C20H21F2N3O3S. The level of theory is ωB97M-V/def2-TZVPD.

Results
HOMO energy: -5.1624 eV
calculated total energy: -47958.2841 eV
relative energy (zero: lowest compared OMol25 entry of this formula, charge and spin): 3.861 eV
lowest unoccupied orbital energy: -0.44 eV
Kohn-Sham gap: 0.174 Eh

Geometry (Å):
C1 -0.96 -3.16 -1.80
C2 0.11 -2.13 -1.54
N1 -0.05 -1.40 -0.26
C3 0.15 -2.22 0.97
C4 1.47 -1.88 1.63
C5 -0.84 -0.30 -0.32
C6 -1.01 0.44 0.98
N2 -2.47 0.59 1.29
C7 -3.49 0.50 0.40
C8 -4.70 0.01 0.87
C9 -4.93 -0.01 2.24
C10 -3.96 0.55 3.09
C11 -2.73 0.90 2.58
O1 -1.37 0.09 -1.36
H1 -0.86 -3.57 -2.80
H2 -0.90 -3.98 -1.08
H3 -1.94 -2.68 -1.72
H4 1.11 -2.58 -1.49
H5 0.10 -1.37 -2.32
H6 -0.67 -2.09 1.69
H7 0.12 -3.29 0.70
H8 1.69 -2.62 2.41
H9 2.27 -1.92 0.88
H10 1.46 -0.88 2.07
H11 -0.49 -0.11 1.80
H12 -3.26 0.66 -0.65
H13 -5.40 -0.38 0.14
H14 -5.85 -0.43 2.66
H15 -4.13 0.70 4.16
H16 -1.87 1.23 3.18
F1 0.15 3.46 3.09
C12 -0.02 3.80 1.78
F2 1.09 4.35 1.22
S1 -0.47 2.10 0.77
N3 1.03 1.89 -0.28
C13 2.34 1.68 0.18
O2 2.73 1.67 1.35
C14 3.06 1.31 -1.07
C15 2.15 1.22 -2.12
C16 2.41 0.42 -3.23
C17 3.68 -0.18 -3.30
C18 4.67 0.10 -2.34
C19 4.36 0.81 -1.16
C20 0.88 1.87 -1.68
O3 -0.05 2.33 -2.31
H17 -0.93 4.38 1.63
H18 1.63 0.26 -3.99
H19 3.91 -0.85 -4.14
H20 5.70 -0.27 -2.47
H21 5.06 1.00 -0.34

Results of the Mulliken charge analysis, in e, for atoms 1 through 5:
1 C -1.17
2 C -0.55
3 N 0.61
4 C -0.77
5 C -0.92

This record from OMol25 describes a 2-piece molecular cluster, C9H13NO2 overall. The level of theory is ωB97M-V/def2-TZVPD.

Results
HOMO energy: -8.2221 eV
calculated total energy: -15127.8722 eV
relative energy (zero: lowest compared OMol25 entry of this formula, charge and spin): 1.760 eV
lowest unoccupied orbital energy: 0.58 eV
Kohn-Sham gap: 0.323 Eh

Geometry (Å):
C1 2.56 0.35 1.10
C2 0.53 -0.39 -0.29
C3 1.43 -0.72 0.75
C4 -0.53 -1.31 -0.65
C5 -0.60 -2.54 -0.07
C6 1.29 -2.06 1.39
C7 0.29 -2.79 0.97
O1 -1.46 -3.58 -0.42
H1 0.64 0.57 -0.82
H2 -1.28 -0.90 -1.28
H3 2.12 0.91 2.04
H4 2.58 1.18 0.35
H5 1.92 -2.34 2.13
H6 -2.45 -3.27 -0.56
H7 0.01 -3.77 1.47
H8 3.55 -0.07 1.19
C8 -0.87 3.56 0.65
C9 -0.67 2.90 -0.69
O2 0.46 2.54 -1.11
N1 -1.80 2.61 -1.50
H9 -1.86 3.17 1.02
H10 -0.80 4.61 0.57
H11 -1.62 2.08 -2.38
H12 -2.79 2.82 -1.21
H13 -0.02 3.20 1.28

Results of the Mulliken charge analysis, in e, for atoms 1 through 5:
1 C -1.06
2 C -0.55
3 C 0.47
4 C -0.45
5 C 0.22

This record from OMol25 describes a 4-piece molecular cluster, C24H50N4O5 overall. The level of theory is ωB97M-V/def2-TZVPD.

Results
HOMO energy: -8.2414 eV
calculated total energy: -41887.7587 eV
relative energy (zero: lowest compared OMol25 entry of this formula, charge and spin): 5.285 eV
lowest unoccupied orbital energy: -0.42 eV
Kohn-Sham gap: 0.287 Eh

Geometry (Å):
N1 -0.27 8.70 6.93
C1 -1.22 8.04 6.32
O1 -2.32 7.65 5.40
C2 -2.60 6.20 5.69
C3 -1.44 5.12 5.27
C4 -0.64 4.44 6.53
O2 0.31 5.11 7.23
C5 -3.82 5.93 4.58
O3 -4.94 6.35 5.47
C6 -4.65 5.50 6.68
O4 -5.47 4.59 7.21
O5 -3.28 5.91 7.00
H1 -0.65 5.56 4.53
H2 -1.99 4.23 4.71
H3 -0.87 3.30 6.80
H4 -4.04 4.82 4.28
H5 -3.72 6.74 3.74
C7 -2.11 3.85 1.35
C8 -1.57 2.47 1.73
N2 -2.59 1.41 1.69
C9 -2.14 0.16 2.31
C10 -0.97 -0.58 1.65
C11 -3.31 1.25 0.43
C12 -2.50 0.97 -0.83
H6 -2.96 4.13 1.98
H7 -1.33 4.60 1.49
H8 -2.42 3.90 0.30
H9 -1.19 2.55 2.75
H10 -0.72 2.24 1.08
H11 -2.99 -0.53 2.39
H12 -1.85 0.38 3.35
H13 -1.28 -1.09 0.74
H14 -0.59 -1.34 2.33
H15 -0.14 0.09 1.41
H16 -3.90 2.17 0.25
H17 -4.07 0.47 0.54
H18 -1.60 1.60 -0.90
H19 -3.11 1.17 -1.72
H20 -2.19 -0.08 -0.89
C13 -2.18 -5.72 -3.99
C14 -1.32 -4.55 -4.45
N3 -1.83 -3.24 -4.03
C15 -1.16 -2.12 -4.71
C16 0.33 -1.91 -4.43
C17 -2.05 -3.06 -2.60
C18 -0.86 -3.26 -1.66
H21 -3.22 -5.61 -4.32
H22 -1.79 -6.66 -4.41
H23 -2.17 -5.83 -2.90
H24 -1.30 -4.59 -5.55
H25 -0.29 -4.71 -4.11
H26 -1.69 -1.19 -4.48
H27 -1.29 -2.25 -5.79
H28 0.50 -1.48 -3.44
H29 0.74 -1.21 -5.16
H30 0.90 -2.84 -4.51
H31 -2.85 -3.75 -2.29
H32 -2.48 -2.06 -2.42
H33 -0.27 -4.14 -1.91
H34 -1.22 -3.38 -0.64
H35 -0.20 -2.39 -1.66
C19 7.44 -1.39 -2.06
C20 6.39 -2.25 -1.36
N4 5.03 -1.72 -1.45
C21 4.09 -2.40 -0.55
C22 3.80 -3.87 -0.81
C23 4.53 -1.45 -2.80
C24 4.49 -2.61 -3.78
H36 7.42 -0.36 -1.68
H37 8.44 -1.79 -1.87
H38 7.30 -1.36 -3.14
H39 6.68 -2.30 -0.30
H40 6.46 -3.27 -1.75
H41 3.14 -1.85 -0.55
H42 4.47 -2.30 0.47
H43 3.15 -4.01 -1.68
H44 3.28 -4.30 0.05
H45 4.71 -4.45 -0.96
H46 5.13 -0.65 -3.24
H47 3.52 -1.01 -2.73
H48 5.40 -3.22 -3.76
H49 4.38 -2.22 -4.80
H50 3.63 -3.26 -3.60

Results of the Mulliken charge analysis, in e, for atoms 1 through 5:
1 N -0.45
2 C 0.42
3 O -0.30
4 C 0.81
5 C -0.10

This record from OMol25 describes C36H49BN9O5RhS3 as an isolated structure. The level of theory is ωB97M-V/def2-TZVPD.

Results
HOMO energy: -13.9616 eV
calculated total energy: -97952.4584 eV
relative energy (zero: lowest compared OMol25 entry of this formula, charge and spin): 2.049 eV
charge: +2
lowest unoccupied orbital energy: -8.29 eV
Kohn-Sham gap: 0.209 Eh

Geometry (Å):
Rh1 -0.04 -0.59 -0.16
C1 -1.36 4.37 1.13
C2 -0.64 3.37 1.95
C3 0.13 3.66 3.06
C4 0.83 2.62 3.70
N1 0.60 1.36 3.38
N2 -0.15 1.06 2.35
B1 -0.46 -0.39 1.96
N3 -2.00 -0.63 2.05
N4 -2.55 -0.07 3.10
C5 -3.85 -0.12 3.29
C6 -4.69 -0.75 2.34
C7 -4.13 -1.36 1.24
C8 -4.91 -2.09 0.21
C9 -2.71 -1.32 1.13
S1 -1.93 -2.15 -0.14
C10 -4.32 0.50 4.59
C11 -3.77 1.93 4.67
C12 -5.83 0.52 4.73
C13 -3.71 -0.36 5.71
N5 0.28 -1.35 2.93
N6 0.04 -1.26 4.23
C14 0.65 -2.05 5.07
C15 1.47 -3.10 4.59
C16 1.79 -3.17 3.26
C17 2.71 -4.17 2.68
C18 1.19 -2.19 2.42
S2 1.59 -2.04 0.77
C19 0.52 -1.83 6.57
C20 -0.27 -0.56 6.90
C21 1.94 -1.73 7.15
C22 -0.17 -3.05 7.21
C23 -0.64 2.02 1.53
S3 -1.09 1.54 -0.04
C24 1.87 2.90 4.75
C25 2.91 3.86 4.16
C26 2.55 1.59 5.15
C27 1.19 3.53 5.97
H1 -1.33 5.36 1.59
H2 -2.40 4.06 1.01
H3 -0.92 4.42 0.14
H4 0.21 4.68 3.41
H5 -5.75 -0.75 2.47
H6 -5.98 -2.00 0.37
H7 -4.63 -3.14 0.24
H8 -4.67 -1.73 -0.79
H9 -4.24 2.56 3.92
H10 -2.69 1.94 4.52
H11 -3.99 2.34 5.65
H12 -6.30 1.13 3.97
H13 -6.09 0.94 5.70
H14 -6.25 -0.49 4.70
H15 -2.64 -0.48 5.55
H16 -4.18 -1.34 5.73
H17 -3.88 0.12 6.67
H18 1.87 -3.83 5.28
H19 3.14 -4.81 3.45
H20 3.52 -3.67 2.14
H21 2.18 -4.80 1.96
H22 -0.30 0.12 6.05
H23 0.18 -0.05 7.74
H24 -1.29 -0.81 7.18
H25 2.50 -0.91 6.70
H26 2.51 -2.64 7.01
H27 1.87 -1.55 8.22
H28 -1.13 -3.25 6.75
H29 -0.33 -2.83 8.27
H30 0.44 -3.94 7.15
H31 3.37 3.44 3.28
H32 3.69 4.03 4.90
H33 2.48 4.83 3.91
H34 3.02 1.13 4.29
H35 1.82 0.91 5.56
H36 3.31 1.80 5.90
H37 0.69 4.46 5.70
H38 1.94 3.76 6.72
H39 0.46 2.85 6.39
C28 -0.65 1.25 -5.79
N7 -0.62 1.27 -4.34
C29 -0.87 0.24 -3.51
N8 -1.11 -0.98 -4.04
O1 -0.89 0.43 -2.28
H40 -0.26 2.19 -6.15
H41 -1.66 1.12 -6.17
H42 -0.02 0.44 -6.18
H43 -0.46 2.16 -3.89
H44 -1.11 -1.15 -5.03
H45 -1.14 -1.76 -3.40
O2 0.74 -1.94 -1.95
C30 1.71 -1.17 -2.18
O3 1.90 -0.14 -1.50
C31 2.63 -1.53 -3.29
C32 3.66 -0.70 -3.71
C33 4.49 -1.09 -4.75
C34 4.29 -2.32 -5.37
C35 3.27 -3.15 -4.93
C36 2.44 -2.77 -3.89
N9 3.06 -4.46 -5.53
O4 2.18 -5.14 -5.06
O5 3.78 -4.75 -6.45
H46 3.81 0.25 -3.20
H47 5.30 -0.46 -5.07
H48 4.92 -2.64 -6.19
H49 1.66 -3.43 -3.54

Results of the Mulliken charge analysis, in e, for atoms 1 through 5:
1 Rh -0.36
2 C -1.83
3 C 0.17
4 C -0.73
5 C 0.22

This record from OMol25 describes C37H30IN5O3OsP2S as an isolated structure. The level of theory is ωB97M-V/def2-TZVPD.

Results
HOMO energy (alpha / beta): -12.9770 / -14.1305 eV
calculated total energy: -92411.7333 eV
relative energy (zero: lowest compared OMol25 entry of this formula, charge and spin): 0.000 eV
charge: +2
lowest unoccupied orbital energy (alpha / beta): -6.16 / -7.04 eV
multiplicity: 5
Kohn-Sham gap (alpha / beta): 0.251 / 0.260 Eh
<S²>: 6.020

Geometry (Å):
Os1 0.91 0.33 0.62
N1 -2.11 -0.54 -0.71
P1 -1.33 0.99 -0.25
C1 -1.44 1.93 -1.79
C2 -2.53 2.75 -2.01
C3 -2.66 3.37 -3.22
C4 -1.63 3.26 -4.13
C5 -0.53 2.51 -3.85
C6 -0.42 1.84 -2.69
C7 -2.55 1.73 0.85
C8 -3.69 1.15 1.33
C9 -4.45 1.70 2.37
C10 -4.07 2.96 2.83
C11 -3.03 3.69 2.21
C12 -2.27 3.05 1.25
P2 -1.57 -2.10 -0.88
C13 -1.05 -2.50 0.76
C14 -1.32 -1.75 1.91
C15 -0.84 -2.16 3.14
C16 -0.08 -3.30 3.27
C17 0.19 -4.10 2.12
C18 -0.30 -3.74 0.88
C19 -3.01 -2.91 -1.46
C20 -4.20 -2.73 -0.70
C21 -5.26 -3.60 -0.88
C22 -5.23 -4.49 -1.99
C23 -4.07 -4.73 -2.72
C24 -2.95 -3.89 -2.48
H1 -2.80 -0.34 -1.44
H2 -3.24 2.93 -1.20
H3 -3.51 3.98 -3.47
H4 -1.78 3.68 -5.06
H5 0.33 2.48 -4.62
H6 0.47 1.32 -2.60
H7 -3.97 0.16 0.84
H8 -5.33 1.21 2.76
H9 -4.72 3.43 3.56
H10 -2.83 4.76 2.34
H11 -1.47 3.64 0.83
H12 -1.94 -0.89 1.84
H13 -0.96 -1.65 4.07
H14 0.37 -3.62 4.19
H15 1.00 -4.84 2.36
H16 -0.09 -4.33 -0.07
H17 -4.13 -2.13 0.20
H18 -6.25 -3.50 -0.48
H19 -6.10 -5.06 -2.22
H20 -4.01 -5.52 -3.50
H21 -2.12 -4.07 -3.08
O1 7.36 2.34 -2.11
N2 7.46 1.78 -1.06
O2 8.50 1.40 -0.47
C25 6.18 1.30 -0.45
C26 6.30 0.24 0.37
C27 5.18 -0.33 1.07
C28 5.36 -1.37 1.95
C29 4.18 -1.81 2.62
C30 2.94 -1.36 2.28
N3 2.78 -0.37 1.39
C31 3.92 0.13 0.77
C32 3.78 1.19 -0.13
N4 2.53 1.69 -0.31
C33 2.29 2.78 -1.05
C34 3.34 3.44 -1.63
C35 4.63 3.05 -1.49
C36 4.86 1.89 -0.71
H22 7.32 -0.03 0.61
H23 6.31 -1.78 2.13
H24 4.20 -2.78 3.19
H25 2.01 -1.63 2.76
H26 1.24 2.95 -1.28
H27 3.07 4.32 -2.25
H28 5.43 3.68 -1.85
I1 1.25 2.68 2.76
C37 0.25 0.76 2.53
H29 -0.81 0.88 2.80
H30 0.72 0.06 3.22
O3 1.24 -0.64 -1.19
S1 1.12 -2.15 -1.69
N5 -0.33 -2.63 -1.83

Results of the Mulliken charge analysis, in e, for atoms 1 through 5:
1 Os 1.64
2 N 0.06
3 P 0.48
4 C 0.86
5 C -0.60

This record from OMol25 describes a 9-piece molecular cluster, C18H36Br18 overall. The level of theory is ωB97M-V/def2-TZVPD.

Results
HOMO energy: -9.8653 eV
calculated total energy: -1280013.1266 eV
relative energy (zero: lowest compared OMol25 entry of this formula, charge and spin): 3.578 eV
lowest unoccupied orbital energy: 0.00 eV
Kohn-Sham gap: 0.362 Eh

Geometry (Å):
Br1 5.75 5.84 -3.47
C1 5.29 7.73 -3.05
C2 6.45 8.55 -3.66
Br2 6.10 10.49 -3.62
H1 5.23 7.81 -1.96
H2 4.30 7.92 -3.47
H3 6.64 8.27 -4.69
H4 7.46 8.38 -3.27
Br3 2.18 5.49 3.14
C3 1.13 4.61 4.59
C4 0.92 5.67 5.61
Br4 -0.16 4.89 7.10
H5 1.94 3.94 4.88
H6 0.27 4.23 4.04
H7 0.44 6.58 5.25
H8 1.89 5.92 6.05
Br5 0.76 -0.91 -8.91
C5 1.41 -1.44 -10.71
C6 0.58 -2.48 -11.34
Br6 -1.40 -1.91 -11.33
H9 2.42 -1.85 -10.60
H10 1.40 -0.60 -11.41
H11 0.54 -3.45 -10.83
H12 0.84 -2.71 -12.38
Br7 -3.11 -6.26 -3.36
C7 -1.30 -6.01 -4.19
C8 -1.44 -6.39 -5.69
Br8 0.32 -6.54 -6.60
H13 -0.69 -6.76 -3.69
H14 -1.03 -4.97 -3.97
H15 -2.08 -5.65 -6.17
H16 -1.94 -7.34 -5.88
Br9 5.30 -1.95 9.64
C9 4.56 -0.97 8.07
C10 3.50 -1.82 7.36
Br10 3.03 -0.82 5.62
H17 5.38 -0.52 7.50
H18 4.04 -0.10 8.49
H19 2.54 -2.09 7.78
H20 3.87 -2.79 7.01
Br11 1.37 -6.86 3.13
C11 -0.53 -6.39 3.66
C12 -1.63 -7.42 3.29
Br12 -1.00 -9.22 3.85
H21 -0.66 -5.40 3.23
H22 -0.48 -6.24 4.74
H23 -1.57 -7.58 2.22
H24 -2.66 -7.29 3.59
Br13 -3.00 -1.48 6.72
C13 -3.14 0.39 6.21
C14 -3.84 0.53 4.81
Br14 -3.88 2.48 4.22
H25 -2.12 0.76 6.12
H26 -3.68 0.80 7.06
H27 -4.88 0.22 4.95
H28 -3.37 -0.08 4.04
Br15 -6.90 4.93 -1.62
C15 -6.65 2.91 -1.42
C16 -7.69 2.38 -0.48
Br16 -7.56 0.37 -0.12
H29 -5.60 2.77 -1.16
H30 -6.62 2.51 -2.43
H31 -8.73 2.63 -0.71
H32 -7.50 2.89 0.47
Br17 -0.40 -1.19 -0.63
C17 1.40 -0.50 -1.15
C18 1.20 0.69 -2.02
Br18 0.12 2.03 -1.08
H33 1.97 -1.24 -1.71
H34 1.97 -0.23 -0.26
H35 0.65 0.56 -2.94
H36 2.04 1.25 -2.45

Results of the Mulliken charge analysis, in e, for atoms 1 through 5:
1 Br -0.17
2 C -0.48
3 C -0.67
4 Br -0.17
5 H 0.35

This record from OMol25 describes a 2-piece molecular cluster, CH4IN2O overall. The level of theory is ωB97M-V/def2-TZVPD.

Results
HOMO energy (alpha / beta): -13.0013 / -15.1032 eV
calculated total energy: -14215.4041 eV
relative energy (zero: lowest compared OMol25 entry of this formula, charge and spin): 2.701 eV
charge: +1
lowest unoccupied orbital energy (alpha / beta): -5.16 / -7.78 eV
multiplicity: 3
Kohn-Sham gap (alpha / beta): 0.288 / 0.269 Eh
<S²>: 2.016

Geometry (Å):
C1 -0.03 0.30 0.51
N1 0.73 1.25 -1.26
N2 -0.42 -0.79 -0.01
O1 -1.22 -1.71 0.54
I1 0.25 1.01 2.34
H1 1.19 0.44 -1.63
H2 1.43 1.87 -0.84
H3 -0.29 -1.13 -0.92
H4 -1.65 -1.24 1.27

Results of the Mulliken charge analysis, in e, for atoms 1 through 5:
1 C 0.11
2 N -0.45
3 N 0.00
4 O -0.32
5 I 0.50

> Look up the relative energy (zero: lowest compared OMol25 entry of this formula, charge and spin) of the second one.

1.760 eV

> What is the calculated total energy in the first record?

-47958.2841 eV

> The lowest calculated total energy belongs to which entry?

C18H36Br18

> Which value of calculated total energy does entry 4 give?

-97952.4584 eV